Record 1
DFT (wB97M-V/def2-TZVPD) results for a 9-piece molecular cluster, C21H60O14 overall.

E_HOMO = -9.583 eV
Calculated total energy = -1889.08619 hartree
Charge = 0
2S+1 = 1
LUMO energy = 0.1938 eV

```
95
C21H60O14 wB97M-V/def2-TZVPD
C -0.74 5.42 -4.50
O -0.16 4.93 -5.69
C 1.03 4.12 -5.50
C 1.70 3.97 -6.93
O 2.31 5.22 -7.30
C 1.51 5.94 -8.21
H -1.62 6.03 -4.68
H -0.14 6.06 -3.84
H -1.08 4.56 -3.93
H 0.81 3.16 -5.04
H 1.76 4.50 -4.78
H 1.13 3.59 -7.77
H 2.46 3.20 -6.79
H 1.80 6.99 -8.25
H 0.44 6.01 -8.00
H 1.84 5.60 -9.19
C 1.60 0.43 8.71
O 2.99 0.22 8.84
C 3.41 -0.71 7.79
C 4.33 -1.79 8.37
O 5.43 -1.20 9.11
C 6.34 -0.45 8.32
H 1.44 1.11 7.87
H 1.27 0.86 9.65
H 1.07 -0.52 8.63
H 3.84 -0.19 6.93
H 2.63 -1.29 7.29
H 4.75 -2.46 7.62
H 3.75 -2.43 9.04
H 7.04 0.13 8.93
H 5.84 0.24 7.63
H 6.92 -1.10 7.66
C -3.70 1.30 -8.62
O -3.61 -0.15 -8.74
C -4.35 -0.87 -7.72
C -3.85 -0.59 -6.27
O -4.86 -0.58 -5.27
C -5.47 -1.76 -4.87
H -3.10 1.77 -7.84
H -4.72 1.66 -8.61
H -3.25 1.72 -9.53
H -4.23 -1.93 -7.96
H -5.41 -0.67 -7.85
H -3.35 0.37 -6.20
H -3.05 -1.24 -5.89
H -6.37 -1.80 -5.48
H -5.73 -1.82 -3.81
H -4.91 -2.67 -5.11
C 5.05 11.33 1.92
O 4.00 10.90 2.78
C 3.04 10.01 2.34
C 3.46 8.49 2.40
O 2.33 7.59 2.46
C 2.60 6.20 2.29
H 4.68 11.45 0.90
H 5.81 10.55 1.92
H 5.46 12.27 2.30
H 2.78 10.29 1.32
H 2.26 10.29 3.05
H 4.15 8.15 3.17
H 4.00 8.26 1.48
H 3.36 5.85 2.99
H 2.90 6.04 1.26
H 1.68 5.62 2.36
C -1.90 -13.72 0.20
O -1.12 -14.11 1.35
C -0.97 -13.13 2.32
C -0.78 -11.69 1.85
O -1.99 -11.13 1.32
C -1.56 -10.04 0.51
H -1.82 -14.49 -0.57
H -1.47 -12.86 -0.31
H -2.99 -13.68 0.28
H -0.28 -13.44 3.09
H -1.95 -13.08 2.81
H 0.12 -11.73 1.24
H -0.55 -11.03 2.70
H -2.48 -9.59 0.17
H -0.96 -10.29 -0.36
H -1.03 -9.29 1.10
C -1.09 -1.35 0.32
O -1.01 -0.88 1.66
H -0.93 -2.42 0.15
H -2.06 -1.11 -0.10
H -0.49 -0.68 -0.29
H -0.82 -1.63 2.22
O 0.29 -4.48 4.69
H 0.10 -4.83 5.56
H 0.92 -5.10 4.32
O -4.49 3.14 2.54
H -4.40 2.37 3.10
H -5.00 2.84 1.79
O -7.41 0.66 0.00
H -7.04 0.53 -0.88
H -8.14 0.06 0.05
```

Record 2
DFT (wB97M-V/def2-TZVPD) results for C21H61B3KNO7Pb as an isolated structure.

E_HOMO (alpha / beta) = -10.258 / -10.258 eV
Calculated total energy = -2284.71515 hartree
Charge = +1
2S+1 = 2
LUMO energy (alpha / beta) = -2.6147 / -7.0992 eV

```
95
C21H61B3KNO7Pb wB97M-V/def2-TZVPD
Pb 1.92 0.71 1.81
K -0.58 -2.52 1.91
B 2.00 -1.43 3.55
H 1.28 -0.64 3.63
H 1.46 -2.35 3.72
H 2.41 -1.50 2.56
H 2.77 -1.28 4.30
B -0.66 0.26 1.49
H -0.22 -0.33 0.71
H -0.27 1.25 1.33
H -1.73 0.24 1.33
H -0.42 -0.16 2.46
B 3.35 -0.36 -0.03
H 2.37 -0.79 0.08
H 3.78 -0.55 0.94
H 3.93 -0.87 -0.79
H 3.39 0.69 -0.28
C -0.60 -6.53 -2.55
O -0.06 -5.23 -2.32
C 0.57 -5.06 -1.09
C 1.16 -3.71 -1.04
O 0.09 -2.76 -0.88
C -0.97 -2.66 -1.88
H -0.82 -7.11 -1.65
H 0.04 -7.26 -3.03
H -1.50 -6.30 -3.12
H 1.34 -5.83 -1.03
H -0.17 -5.26 -0.32
H 1.83 -3.47 -1.87
H 1.81 -3.56 -0.18
H -1.77 -1.94 -1.67
H -1.59 -3.54 -2.07
H -0.67 -2.28 -2.85
C 0.64 2.17 4.90
O 1.14 2.42 3.62
C 1.86 3.66 3.67
C 2.05 4.19 2.23
O 2.47 3.17 1.31
C 2.43 3.63 -0.10
H 1.42 2.45 5.62
H 0.21 1.18 4.94
H -0.17 2.87 5.13
H 2.79 3.56 4.22
H 1.26 4.40 4.21
H 2.94 4.82 2.15
H 1.15 4.70 1.90
H 3.05 3.00 -0.74
H 2.61 4.69 -0.22
H 1.42 3.43 -0.45
C -1.98 -1.56 4.74
O -2.30 -2.80 4.06
C -1.93 -3.97 4.74
C -2.32 -5.28 3.98
O -2.22 -5.03 2.53
C -2.60 -6.08 1.68
H -2.64 -0.73 4.48
H -1.02 -1.15 4.43
H -2.04 -1.72 5.82
H -2.48 -4.00 5.68
H -0.86 -3.89 4.95
H -3.35 -5.49 4.26
H -1.65 -6.10 4.26
H -3.41 -5.80 1.01
H -2.91 -7.02 2.14
H -1.82 -6.27 0.95
C 0.46 5.64 -3.33
C 0.01 4.25 -3.80
C 1.33 3.38 -3.76
C 1.07 1.82 -3.95
C 0.00 1.45 -2.93
C -1.29 2.27 -2.87
N -1.00 3.70 -2.83
O -2.17 4.50 -2.83
C -2.05 1.88 -4.05
C -1.99 2.00 -1.55
C -0.50 4.45 -5.22
H 1.39 6.07 -3.71
H 0.64 5.63 -2.26
H -0.46 6.23 -3.37
H 2.09 3.76 -4.43
H 1.74 3.56 -2.77
H 1.98 1.25 -3.76
H 0.89 1.68 -5.01
H 0.34 1.29 -1.90
H -0.33 0.47 -3.27
H -3.03 2.33 -4.16
H -1.48 1.86 -4.98
H -2.52 0.90 -3.92
H -1.31 2.44 -0.83
H -2.94 2.53 -1.47
H -2.17 0.95 -1.37
H -0.16 3.67 -5.92
H -0.04 5.30 -5.72
H -1.58 4.48 -5.31
H -2.08 4.94 -1.98
```

Record 3
DFT (wB97M-V/def2-TZVPD) results for a 4-piece molecular cluster, C21H61N9O4P3 overall.

E_HOMO = -0.557 eV
Calculated total energy = -2654.49670 hartree
Charge = -1
2S+1 = 1
LUMO energy = 1.7770 eV

```
98
C21H61N9O4P3 wB97M-V/def2-TZVPD
C -7.27 -5.01 -5.30
C -6.40 -4.38 -4.22
C -5.73 -3.06 -4.63
O -6.65 -1.98 -4.63
H -8.31 -4.67 -5.24
H -6.87 -4.84 -6.31
H -7.00 -4.15 -3.34
H -5.60 -5.05 -3.88
H -5.25 -3.21 -5.60
H -4.94 -2.81 -3.91
H -7.34 -2.24 -5.25
O -2.18 -3.97 -2.31
P -0.71 -3.85 -2.35
N -0.20 -3.32 -0.80
C -0.29 -1.91 -0.43
C -0.71 -4.19 0.25
N -0.43 -2.70 -3.56
C 0.56 -1.66 -3.45
C -1.56 -2.30 -4.40
N 0.67 -4.80 -2.73
C 0.32 -5.98 -3.54
C 1.69 -5.13 -1.75
H 0.10 -1.79 0.58
H -1.32 -1.52 -0.46
H 0.34 -1.29 -1.06
H -0.49 -5.24 0.02
H -1.79 -4.10 0.38
H -0.21 -3.96 1.19
H 0.18 -0.78 -2.92
H 0.90 -1.34 -4.44
H 1.45 -2.02 -2.92
H -2.19 -1.55 -3.91
H -2.19 -3.14 -4.66
H -1.17 -1.88 -5.33
H -0.18 -6.76 -2.96
H 1.22 -6.40 -3.99
H -0.34 -5.69 -4.36
H 1.35 -5.78 -0.94
H 2.12 -4.23 -1.32
H 2.49 -5.65 -2.28
O 1.52 1.15 0.20
P 2.71 2.00 -0.08
N 2.45 2.42 -1.74
C 2.73 1.45 -2.77
C 1.18 3.09 -1.93
N 3.98 0.92 0.18
C 5.09 0.73 -0.72
C 3.68 -0.29 0.93
N 3.67 3.39 0.27
C 3.43 3.89 1.64
C 3.83 4.50 -0.65
H 2.53 1.88 -3.75
H 2.12 0.54 -2.66
H 3.78 1.17 -2.80
H 1.06 3.91 -1.23
H 0.32 2.41 -1.79
H 1.13 3.51 -2.94
H 4.86 0.00 -1.51
H 5.97 0.36 -0.18
H 5.39 1.67 -1.19
H 3.22 -1.07 0.31
H 3.00 -0.08 1.75
H 4.60 -0.69 1.36
H 2.47 4.40 1.74
H 4.23 4.58 1.92
H 3.44 3.06 2.35
H 2.91 5.07 -0.84
H 4.23 4.16 -1.60
H 4.55 5.19 -0.21
O 1.26 2.30 3.89
P -0.11 2.46 4.43
N -1.03 3.28 3.26
C -0.92 4.72 3.11
C -0.99 2.58 1.97
N 0.13 3.38 5.84
C -0.73 4.46 6.26
C 1.50 3.58 6.28
N -1.35 1.50 5.10
C -0.87 0.18 5.55
C -2.68 1.38 4.48
H -1.60 5.04 2.32
H 0.09 5.05 2.85
H -1.24 5.24 4.00
H -1.23 1.52 2.10
H 0.01 2.63 1.52
H -1.72 3.00 1.29
H -0.47 5.42 5.80
H -0.67 4.59 7.35
H -1.78 4.24 6.03
H 2.01 4.39 5.73
H 2.09 2.68 6.15
H 1.50 3.83 7.34
H -0.67 -0.49 4.71
H -1.61 -0.28 6.20
H 0.05 0.30 6.12
H -2.67 0.88 3.51
H -3.14 2.36 4.37
H -3.30 0.80 5.16
```

Record 4
DFT (wB97M-V/def2-TZVPD) results for a 11-piece molecular cluster, C21H62BFN23O12 overall.

E_HOMO = -10.591 eV
Calculated total energy = -3124.35183 hartree
Charge = +1
2S+1 = 1
LUMO energy = -3.3635 eV

```
120
C21H62BFN23O12 wB97M-V/def2-TZVPD
C 1.56 1.39 1.66
C 0.76 0.19 2.15
C 0.60 -1.09 1.13
N -0.04 -2.31 1.74
C 0.11 -2.48 3.27
N 1.28 -2.53 4.02
C 1.25 -2.71 5.54
C 2.55 -3.58 6.11
C 3.30 -4.47 4.96
F 3.46 -2.68 6.88
N -1.29 -2.63 3.91
C -2.14 -1.85 2.89
C -1.52 -2.54 1.53
C -2.23 -2.21 0.09
C -1.45 -2.81 -1.23
B -1.83 -4.16 1.79
O -3.21 -4.70 2.01
O -0.75 -5.21 1.79
H 1.12 2.50 1.74
H 2.66 1.32 1.25
H 0.29 0.30 3.21
H 0.11 -0.69 0.15
H 1.71 -1.41 0.83
H 2.17 -2.41 3.46
H 0.29 -3.33 5.90
H 1.18 -1.65 6.07
H 2.13 -4.36 6.91
H 2.55 -5.22 4.42
H 4.17 -5.06 5.48
H 3.75 -3.78 4.12
H -1.42 -2.03 4.76
H -1.71 -0.74 3.02
H -3.30 -1.96 3.08
H -2.25 -1.02 -0.01
H -3.37 -2.54 0.11
H -0.66 -2.04 -1.64
H -0.90 -3.83 -1.05
H -2.29 -3.00 -2.05
H -3.85 -3.93 2.11
H -1.06 -5.98 2.38
C -3.18 1.58 -1.31
O -3.38 0.55 -0.68
N -3.53 2.80 -0.85
N -2.59 1.60 -2.52
H -3.37 3.65 -1.36
H -3.97 2.84 0.06
H -2.31 0.71 -2.91
H -2.43 2.44 -3.04
C -1.70 6.17 -2.02
O -2.86 5.80 -2.10
N -0.68 5.31 -1.88
N -1.34 7.46 -2.08
H 0.28 5.60 -1.82
H -0.90 4.32 -1.83
H -2.07 8.14 -2.19
H -0.38 7.77 -2.02
C -0.34 -5.82 -3.18
O -1.27 -5.03 -3.30
N 0.07 -6.28 -1.99
N 0.36 -6.28 -4.23
H 0.84 -6.93 -1.88
H -0.42 -5.96 -1.17
H 0.09 -5.96 -5.15
H 1.13 -6.93 -4.14
C -6.95 -1.04 -2.70
O -7.88 -0.65 -3.39
N -5.84 -0.32 -2.49
N -6.96 -2.23 -2.07
H -5.07 -0.63 -1.92
H -5.78 0.59 -2.94
H -7.78 -2.81 -2.19
H -6.20 -2.56 -1.50
C 2.27 8.87 -0.79
O 1.79 8.55 -1.86
N 2.55 10.15 -0.47
N 2.57 7.98 0.17
H 2.94 10.42 0.41
H 2.34 10.86 -1.16
H 2.39 7.01 -0.02
H 2.97 8.24 1.06
C 2.84 -5.38 -6.66
O 2.64 -6.41 -6.03
N 2.49 -4.16 -6.20
N 3.42 -5.36 -7.87
H 2.64 -3.31 -6.71
H 2.04 -4.12 -5.29
H 3.71 -6.25 -8.26
H 3.59 -4.52 -8.39
C 3.04 6.37 3.52
O 3.52 6.60 2.42
N 1.79 6.73 3.87
N 3.72 5.72 4.49
H 1.40 6.54 4.78
H 1.24 7.22 3.18
H 4.66 5.43 4.27
H 3.34 5.53 5.40
C 3.00 -8.39 -0.23
O 2.64 -7.68 -1.16
N 2.23 -8.63 0.84
N 4.21 -8.99 -0.20
H 2.52 -9.21 1.61
H 1.32 -8.20 0.86
H 4.82 -8.84 -0.99
H 4.51 -9.58 0.56
C -2.14 1.91 4.72
O -1.08 2.00 4.12
N -3.19 2.73 4.49
N -2.37 0.98 5.67
H -4.06 2.66 4.98
H -3.06 3.44 3.78
H -1.62 0.34 5.88
H -3.24 0.90 6.17
C 2.03 8.10 -5.92
O 2.59 9.16 -6.14
N 1.62 7.73 -4.70
N 1.76 7.20 -6.89
H 1.15 6.85 -4.51
H 1.79 8.36 -3.94
H 2.05 7.44 -7.83
H 1.30 6.33 -6.72
```